#P
{
  "formula": "C16H32AgF4Li2O12P2S4",
  "method": "ωB97M-V with the def2-TZVPD basis set",
  "homo_lumo_gap_ev": 7.99,
  "charge": 1,
  "elements": ["Li", "Li", "Ag", "O", "P", "O", "F", "F", "O", "P", "O", "F", "F", "C", "C", "C", "S", "O", "O", "C", "H", "H", "H", "H", "H", "H", "H", "H", "C", "C", "C", "S", "O", "O", "C", "H", "H", "H", "H", "H", "H", "H", "H", "C", "C", "C", "S", "O", "O", "C", "H", "H", "H", "H", "H", "H", "H", "H", "C", "C", "C", "S", "O", "O", "C", "H", "H", "H", "H", "H", "H", "H", "H"],
  "xyz": [[-3.12, -2.16, -1.29], [1.41, -3.29, -2.84], [-1.45, -1.65, 1.73], [1.26, -1.35, -1.85], [0.18, -0.68, -0.94], [-1.22, -1.13, -0.96], [0.16, 0.94, -1.04], [0.48, -0.89, 0.62], [-0.01, -4.44, -1.70], [-1.04, -4.47, -0.61], [-0.86, -3.62, 0.67], [-1.41, -5.95, -0.14], [-2.47, -3.94, -1.30], [0.96, 2.20, 3.07], [1.69, 0.84, 2.95], [2.95, 1.02, 2.08], [3.72, 2.58, 2.77], [4.34, 3.41, 1.78], [4.52, 2.40, 3.98], [2.06, 3.26, 3.36], [0.27, 2.14, 3.92], [0.49, 2.48, 2.13], [1.04, 0.19, 2.37], [1.81, 0.49, 3.98], [2.63, 1.26, 1.06], [3.65, 0.21, 1.92], [1.93, 4.13, 2.71], [2.31, 3.46, 4.40], [4.90, -4.71, 1.60], [4.44, -3.16, 1.55], [2.93, -3.09, 1.39], [2.29, -4.55, 2.30], [1.54, -5.33, 1.29], [1.57, -4.20, 3.52], [4.00, -5.34, 2.69], [5.97, -4.90, 1.64], [4.65, -5.01, 0.58], [4.87, -2.70, 0.66], [4.60, -2.75, 2.55], [2.66, -3.17, 0.34], [2.49, -2.23, 1.91], [3.72, -6.39, 2.67], [4.17, -5.13, 3.75], [-1.91, 3.28, -4.44], [-0.73, 2.71, -3.85], [-0.38, 1.29, -4.50], [-1.81, 0.79, -5.55], [-2.23, -0.55, -5.17], [-1.49, 1.12, -6.94], [-2.88, 2.17, -4.91], [-1.63, 3.76, -5.37], [-2.43, 3.96, -3.77], [-0.87, 2.60, -2.77], [0.08, 3.43, -3.81], [-0.46, 0.62, -3.64], [0.55, 1.10, -5.03], [-3.33, 1.94, -3.94], [-3.60, 2.45, -5.67], [-4.17, 2.45, -0.73], [-5.11, 2.79, 0.51], [-4.56, 1.92, 1.60], [-2.75, 1.85, 1.48], [-2.22, 0.50, 1.42], [-2.23, 2.75, 2.48], [-2.77, 2.53, -0.25], [-4.33, 3.17, -1.54], [-4.41, 1.46, -1.11], [-6.17, 2.56, 0.42], [-5.14, 3.83, 0.83], [-4.99, 0.92, 1.48], [-4.85, 2.27, 2.59], [-1.99, 2.07, -0.87], [-2.32, 3.52, -0.25]],
  "lowdin_charge": [0.80, 0.82, 0.80, -0.39, 0.32, -0.39, -0.13, -0.20, -0.36, 0.36, -0.39, -0.09, -0.26, -0.21, -0.23, -0.20, 0.69, -0.32, -0.34, -0.17, 0.11, 0.10, 0.06, 0.12, 0.09, 0.09, 0.09, 0.10, -0.18, -0.21, -0.25, 0.73, -0.37, -0.35, -0.16, 0.11, 0.10, 0.11, 0.11, 0.09, 0.08, 0.09, 0.10, -0.26, -0.23, -0.15, 0.71, -0.35, -0.32, -0.19, 0.12, 0.12, 0.08, 0.13, 0.05, 0.11, 0.08, 0.11, -0.20, -0.18, -0.24, 0.74, -0.42, -0.29, -0.22, 0.12, 0.11, 0.12, 0.12, 0.11, 0.12, 0.07, 0.12]
}

***

#Q
{
  "formula": "C16H32AgF4Li2O12P2S4",
  "method": "ωB97M-V with the def2-TZVPD basis set",
  "homo_lumo_gap_ev": 7.39,
  "charge": 1,
  "elements": ["Li", "Li", "Ag", "O", "P", "O", "F", "F", "O", "P", "O", "F", "F", "C", "C", "C", "S", "O", "O", "C", "H", "H", "H", "H", "H", "H", "H", "H", "C", "C", "C", "S", "O", "O", "C", "H", "H", "H", "H", "H", "H", "H", "H", "C", "C", "C", "S", "O", "O", "C", "H", "H", "H", "H", "H", "H", "H", "H", "C", "C", "C", "S", "O", "O", "C", "H", "H", "H", "H", "H", "H", "H", "H"],
  "xyz": [[0.86, 1.43, 2.64], [-2.70, 2.79, -0.87], [-4.03, -1.33, 0.89], [-1.45, 3.86, 0.18], [-0.06, 4.18, 0.77], [0.71, 3.11, 1.65], [-0.06, 5.57, 1.51], [0.95, 4.55, -0.41], [-1.39, 1.23, -0.87], [-0.89, 0.09, 0.02], [-0.14, 0.30, 1.33], [0.00, -0.86, -0.90], [-2.10, -1.00, 0.22], [-3.76, 0.50, 5.80], [-3.39, -0.96, 5.47], [-1.88, -1.06, 5.09], [-1.67, 0.46, 4.05], [-2.34, 0.22, 2.78], [-0.32, 0.96, 4.02], [-2.77, 1.47, 5.21], [-3.89, 0.69, 6.87], [-4.77, 0.64, 5.41], [-3.98, -1.37, 4.65], [-3.55, -1.44, 6.44], [-1.65, -2.00, 4.58], [-1.21, -1.03, 5.96], [-3.15, 2.19, 4.48], [-2.10, 1.88, 5.97], [3.61, -2.31, 0.28], [4.87, -1.50, 0.66], [4.71, -1.11, 2.14], [2.89, -1.25, 2.56], [2.31, 0.11, 2.81], [2.60, -2.29, 3.61], [2.37, -1.74, 0.95], [3.80, -3.34, 0.56], [3.51, -2.21, -0.80], [5.06, -0.56, 0.14], [5.77, -2.08, 0.51], [4.92, -0.05, 2.25], [5.30, -1.77, 2.78], [2.17, -0.77, 0.49], [1.43, -2.28, 1.11], [1.76, 1.81, -4.33], [2.67, 0.59, -4.40], [2.94, 0.03, -3.00], [3.10, 1.51, -1.88], [4.47, 2.00, -1.89], [2.31, 1.19, -0.68], [2.10, 2.59, -2.97], [0.70, 1.56, -4.33], [1.88, 2.43, -5.22], [3.57, 0.89, -4.93], [2.15, -0.18, -4.98], [3.76, -0.65, -2.75], [2.03, -0.39, -2.59], [2.44, 3.62, -2.94], [1.14, 2.59, -2.44], [-2.84, -0.53, -4.50], [-1.62, -0.96, -3.74], [-1.81, -2.30, -3.01], [-3.69, -2.50, -2.84], [-4.05, -2.51, -1.43], [-4.01, -3.60, -3.67], [-4.07, -0.85, -3.65], [-2.99, -1.04, -5.45], [-2.57, 0.49, -4.79], [-1.29, -0.08, -3.18], [-0.94, -1.15, -4.57], [-1.25, -2.44, -2.08], [-1.41, -3.05, -3.69], [-4.06, -0.10, -2.86], [-5.01, -0.85, -4.19]],
  "lowdin_charge": [0.64, 0.78, 0.88, -0.45, 0.36, -0.41, -0.11, -0.13, -0.39, 0.38, -0.35, -0.12, -0.26, -0.22, -0.21, -0.18, 0.74, -0.38, -0.37, -0.17, 0.12, 0.11, 0.10, 0.12, 0.11, 0.11, 0.10, 0.11, -0.19, -0.20, -0.17, 0.79, -0.43, -0.35, -0.25, 0.12, 0.10, 0.11, 0.12, 0.10, 0.11, 0.05, 0.11, -0.18, -0.22, -0.20, 0.72, -0.33, -0.35, -0.18, 0.09, 0.11, 0.12, 0.11, 0.10, 0.08, 0.11, 0.07, -0.24, -0.25, -0.16, 0.72, -0.40, -0.28, -0.18, 0.12, 0.12, 0.09, 0.12, 0.08, 0.10, 0.09, 0.11]
}

***

Here is how they stack up, most stable first: #Q, #P.

***

#P
{
  "formula": "CH3NO2S2",
  "method": "ωB97M-V with the def2-TZVPD basis set",
  "smiles": "N[S@@](=O)(=S)C=O",
  "homo_lumo_gap_ev": 9.47,
  "charge": 0,
  "elements": ["N", "S", "O", "S", "C", "O", "H", "H", "H"],
  "xyz": [[-0.58, -1.09, 0.56], [0.50, 0.23, 0.51], [0.24, 1.14, 1.57], [2.27, -0.31, -0.08], [-0.41, 0.91, -1.00], [-0.14, 0.53, -2.11], [-0.20, -1.67, -0.16], [-0.61, -1.41, 1.51], [-1.08, 1.68, -0.78]],
  "lowdin_charge": [-0.11, 0.28, -0.39, 0.30, -0.31, 0.04, 0.04, 0.06, 0.09]
}

***

#Q
{
  "formula": "CH3NO2S2",
  "method": "ωB97M-V with the def2-TZVPD basis set",
  "homo_lumo_gap_ev": 9.71,
  "charge": 0,
  "elements": ["C", "N", "O", "O", "S", "S", "H", "H", "H"],
  "xyz": [[0.59, 0.52, -0.01], [-1.14, -1.13, 0.09], [1.22, -1.91, 0.93], [-1.42, 0.42, -2.10], [0.22, -0.90, 1.17], [-1.17, 0.49, -0.67], [0.75, 1.46, 0.69], [1.44, 0.23, -0.70], [-1.90, -1.40, 0.67]],
  "lowdin_charge": [-0.43, -0.41, -0.50, -0.49, 0.80, 0.83, 0.09, 0.09, 0.02]
}

***

Here is how they stack up, most stable first: #P, #Q.

***

#P
{
  "formula": "C2H7N2S2",
  "method": "ωB97M-V with the def2-TZVPD basis set",
  "smiles": "N[C@H](C=[NH2+])SS",
  "homo_lumo_gap_ev": 8.31,
  "charge": 1,
  "elements": ["N", "C", "C", "N", "S", "S", "H", "H", "H", "H", "H", "H", "H"],
  "xyz": [[0.23, -1.57, -0.13], [-0.27, -0.40, 0.39], [-0.92, 0.50, -0.49], [-1.72, 1.44, -0.13], [1.33, 0.96, 0.35], [2.84, -0.30, -0.18], [0.88, -2.12, 0.41], [0.04, -1.74, -1.03], [-0.67, -0.25, 1.43], [-0.53, 0.54, -1.48], [-2.18, 1.90, -0.86], [-1.80, 1.97, 0.72], [2.75, -0.93, 1.01]],
  "lowdin_charge": [0.04, -0.47, -0.24, 0.20, 0.47, 0.43, 0.09, 0.06, 0.15, 0.14, 0.12, 0.16, -0.16]
}

***

#Q
{
  "formula": "C2H7N2S2",
  "method": "ωB97M-V with the def2-TZVPD basis set",
  "homo_lumo_gap_ev": 9.06,
  "charge": 1,
  "elements": ["C", "C", "N", "N", "S", "S", "H", "H", "H", "H", "H", "H", "H"],
  "xyz": [[0.04, 1.07, 0.01], [-0.01, -0.79, 0.34], [-0.48, 0.45, -2.46], [0.41, -0.87, 1.74], [0.56, 1.88, 1.39], [-0.13, 1.79, -1.48], [0.60, -1.16, -0.36], [-1.14, -0.99, 0.24], [-1.39, 0.64, -2.94], [0.22, 0.28, -3.11], [0.53, 0.21, 2.09], [1.26, -1.33, 2.13], [-0.47, -1.18, 2.40]],
  "lowdin_charge": [-0.96, -0.10, -0.28, 0.00, 0.73, 0.94, 0.05, 0.15, 0.07, 0.02, -0.03, 0.18, 0.23]
}

***

Here is how they stack up, most stable first: #P, #Q.

***

#P
{
  "formula": "C2",
  "method": "ωB97M-V with the def2-TZVPD basis set",
  "homo_lumo_gap_ev": [7.26, 7.38],
  "spin_multiplicity": 2,
  "charge": 1,
  "elements": ["C", "C"],
  "xyz": [[0.00, 0.00, 0.85], [0.00, 0.00, -0.85]],
  "lowdin_charge": [0.50, 0.50]
}

***

#Q
{
  "formula": "C2",
  "method": "ωB97M-V with the def2-TZVPD basis set",
  "homo_lumo_gap_ev": [7.24, 7.21],
  "spin_multiplicity": 2,
  "charge": 1,
  "elements": ["C", "C"],
  "xyz": [[0.00, 0.00, 0.64], [0.00, 0.00, -0.64]],
  "lowdin_charge": [0.50, 0.50]
}

***

Here is how they stack up, most stable first: #Q, #P.

***

#P
{
  "formula": "C3H12N4O",
  "method": "ωB97M-V with the def2-TZVPD basis set",
  "smiles": "NC(N)=O.CNCN",
  "homo_lumo_gap_ev": 10.27,
  "charge": 0,
  "elements": ["N", "C", "N", "O", "H", "H", "H", "H", "C", "N", "C", "N", "H", "H", "H", "H", "H", "H", "H", "H"],
  "xyz": [[1.71, 0.18, 1.18], [2.56, 0.93, 0.40], [2.04, 2.17, 0.05], [3.66, 0.56, 0.04], [0.72, 0.27, 0.97], [2.01, -0.77, 1.27], [2.75, 2.79, -0.31], [1.40, 2.57, 0.71], [-3.85, -1.44, -0.32], [-2.62, -1.35, -1.09], [-1.43, -1.15, -0.27], [-1.14, 0.24, 0.03], [-4.69, -1.66, -0.97], [-3.82, -2.21, 0.47], [-4.05, -0.49, 0.18], [-2.51, -2.17, -1.66], [-0.57, -1.56, -0.80], [-1.52, -1.70, 0.67], [-0.97, 0.72, -0.84], [-1.97, 0.68, 0.42]],
  "lowdin_charge": [0.13, -0.69, 0.13, 0.03, 0.04, 0.09, 0.10, 0.08, -0.14, -0.13, -0.33, 0.00, 0.07, 0.08, 0.07, 0.10, 0.12, 0.11, 0.08, 0.07]
}

***

#Q
{
  "formula": "C3H12N4O",
  "method": "ωB97M-V with the def2-TZVPD basis set",
  "homo_lumo_gap_ev": [7.80, 8.88],
  "charge": 0,
  "elements": ["C", "C", "N", "N", "H", "H", "H", "H", "H", "H", "H", "H", "N", "C", "O", "N", "H", "H", "H", "H"],
  "xyz": [[-0.39, 1.24, 1.59], [-1.22, 2.00, -0.53], [-0.63, 1.00, 0.20], [-1.48, 0.04, -2.38], [-1.76, -0.49, -1.55], [-0.66, -0.50, -2.67], [-1.16, 1.47, -1.75], [0.46, 0.64, 1.92], [-0.22, 2.30, 1.82], [-1.27, 0.93, 2.17], [-1.07, 3.02, -0.14], [-2.30, 1.95, -0.68], [1.48, -0.53, -1.19], [1.41, -2.84, 1.37], [1.34, -1.79, -0.58], [1.54, -1.72, 0.81], [2.42, -0.19, -0.98], [0.80, 0.09, -0.72], [1.20, -3.76, 0.82], [1.53, -2.87, 2.45]],
  "lowdin_charge": [-0.15, -0.20, -0.14, 0.05, -0.01, -0.01, 0.10, 0.06, 0.08, 0.09, 0.08, 0.08, 0.01, -0.03, -0.22, -0.03, 0.08, 0.01, 0.08, 0.07]
}

***

Here is how they stack up, most stable first: #P, #Q.